1.
{"formula": "C4H3MgNaO", "method": "ωB97M-V/def2-TZVPD", "spin_multiplicity": 2, "e_lumo_ev": [-5.6, -5.1], "charge": 1, "symbols": ["O", "C", "Na", "Mg", "H", "H", "C", "C", "C", "H"], "coordinates": [[2.457486, -0.100349, 0.133284], [3.447595, -0.995769, -0.045852], [0.294718, -0.790840, -0.155802], [2.742449, 1.747626, 0.668327], [4.422143, -0.798977, 0.413638], [3.177234, -2.015414, -0.341860], [-4.737989, 1.089148, -0.165985], [-3.611456, 0.567711, -0.337385], [-2.439175, -0.026649, -0.314417], [-5.753009, 1.323511, 0.146055]], "forces_ev_per_angstrom": [[2.907, -4.245, -1.052], [-3.109, 1.944, 1.934], [-0.589, 0.235, -0.063], [0.187, 1.456, 0.259], [-0.061, 0.233, -0.546], [0.180, 0.485, -0.561], [0.028, -1.116, 0.335], [-0.323, 0.528, 0.368], [0.133, 0.140, -0.216], [0.648, 0.340, -0.457]]}

---

2.
{"formula": "C29H51Cl2O3PtS5Si2", "method": "ωB97M-V/def2-TZVPD", "e_lumo_ev": -5.6, "charge": 1, "symbols": ["Pt", "Cl", "C", "C", "C", "C", "C", "Cl", "C", "S", "H", "H", "H", "C", "C", "S", "C", "C", "S", "C", "C", "S", "H", "H", "H", "H", "H", "H", "H", "H", "H", "H", "H", "H", "C", "C", "C", "C", "O", "Si", "S", "O", "C", "C", "C", "C", "O", "C", "C", "C", "C", "H", "H", "H", "H", "H", "H", "H", "H", "H", "H", "H", "H", "H", "H", "H", "H", "H", "H", "H", "H", "H", "H", "H", "H", "H", "H", "H", "C", "Si", "C", "C", "C", "C", "H", "H", "H", "H", "H", "H", "H", "H", "H"], "coordinates": [[0.843683, 0.844240, -0.617665], [3.333338, 0.117810, 0.522716], [4.415401, 1.295818, -0.051979], [5.768369, 1.020887, -0.022760], [6.667752, 2.004985, -0.386179], [6.234631, 3.261035, -0.760769], [4.885045, 3.549206, -0.818373], [4.407271, 5.129817, -1.304627], [3.911799, 2.590428, -0.506142], [2.210591, 3.103277, -0.794372], [6.111129, 0.048674, 0.292319], [7.725379, 1.795075, -0.356289], [6.944046, 4.030989, -1.020948], [-1.190846, -0.519548, -6.050732], [-0.960096, -1.843750, -5.333995], [-0.537167, -1.699841, -3.563883], [1.230565, -2.099236, -3.485771], [2.209079, -1.002938, -3.875798], [2.215654, 0.513384, -2.858952], [1.537514, 1.768442, -3.994673], [0.135556, 1.498618, -4.516767], [0.235624, 0.597535, -6.104450], [-2.037150, 0.021752, -5.630492], [-1.397327, -0.721943, -7.103236], [-0.187101, -2.432275, -5.829269], [-1.893695, -2.409727, -5.349603], [1.401514, -2.965356, -4.126011], [1.388946, -2.402849, -2.450642], [2.041122, -0.674749, -4.901601], [3.225062, -1.393649, -3.792112], [2.254257, 1.869389, -4.810250], [1.561568, 2.687409, -3.410362], [-0.382163, 2.440647, -4.703341], [-0.436181, 0.906518, -3.797347], [0.009039, -4.210065, 1.879134], [-1.088962, -4.437017, 0.850089], [-0.499075, -4.779596, -0.513481], [-2.034025, -5.544577, 1.299299], [-1.896405, -3.268560, 0.705343], [-1.708588, -1.690372, 0.949506], [-0.018246, -1.235093, -0.350824], [-3.036634, -0.882336, 0.551652], [-3.898175, -0.751816, -0.581777], [-3.801421, -1.984032, -1.471504], [-3.464924, 0.502731, -1.334629], [-5.312639, -0.600229, -0.031546], [-1.224357, -1.264305, 2.434593], [-1.749738, -0.363667, 3.409500], [-0.761004, -0.386029, 4.568960], [-1.858972, 1.033154, 2.816257], [-3.109928, -0.874494, 3.873562], [0.583621, -5.121464, 2.029151], [-0.425152, -3.901384, 2.827921], [0.684805, -3.421528, 1.547219], [0.069806, -5.705371, -0.449208], [0.161920, -3.987243, -0.853667], [-1.292699, -4.905081, -1.246629], [-1.500314, -6.489796, 1.367702], [-2.843870, -5.652073, 0.580600], [-2.464824, -5.308673, 2.269239], [-2.797125, -2.072767, -1.886863], [-4.520553, -1.918135, -2.286343], [-4.005737, -2.877752, -0.887584], [-2.427502, 0.402666, -1.655033], [-3.543220, 1.377415, -0.690321], [-4.095320, 0.656409, -2.208874], [-5.616127, -1.511066, 0.480406], [-6.012759, -0.404737, -0.841291], [-5.358861, 0.227767, 0.673364], [0.209624, 0.001781, 4.260645], [-0.630242, -1.405966, 4.923197], [-1.141696, 0.218903, 5.392236], [-0.886492, 1.361725, 2.444051], [-2.199545, 1.733444, 3.577607], [-2.566496, 1.035519, 1.990237], [-3.010037, -1.887206, 4.261445], [-3.814755, -0.885063, 3.046704], [-3.501040, -0.237672, 4.666773], [0.206889, 3.767487, 4.394686], [1.572054, 3.995237, 3.137419], [3.129008, 3.067322, 3.618239], [1.871313, 5.800795, 2.756179], [1.027311, 3.128303, 1.549220], [0.793651, 2.416800, 0.503849], [0.400933, 4.382711, 5.269190], [0.134359, 2.732360, 4.714726], [-0.754901, 4.059993, 3.982919], [3.550831, 3.454248, 4.541347], [3.894042, 3.137680, 2.847071], [2.908750, 2.013316, 3.768253], [2.257867, 6.312225, 3.634275], [0.945146, 6.290356, 2.462772], [2.588225, 5.924746, 1.947393]], "forces_ev_per_angstrom": [[0.621, 1.372, -1.864], [0.274, -0.647, 0.398], [-0.717, 1.767, -0.639], [-0.364, 0.162, -0.015], [0.117, 0.216, -0.043], [0.273, -0.013, -0.075], [-0.466, -0.142, 0.063], [0.033, 0.263, -0.087], [0.387, -1.341, 0.892], [-0.680, -1.108, 1.000], [-0.053, -0.092, 0.077], [0.104, -0.009, -0.016], [0.026, 0.063, -0.033], [0.289, 0.048, 0.024], [0.113, 0.059, 0.262], [-0.085, -0.071, -0.030], [-0.333, 0.187, -0.039], [0.214, -0.106, -0.013], [-0.346, -0.424, 0.107], [-0.101, -0.146, 0.165], [-0.233, -0.067, -0.128], [-0.095, 0.022, -0.040], [-0.065, -0.027, -0.027], [-0.158, 0.045, 0.027], [-0.050, 0.000, -0.049], [0.067, -0.091, -0.099], [0.105, -0.029, 0.028], [0.015, -0.048, -0.059], [0.073, -0.047, 0.096], [0.004, 0.009, -0.015], [0.059, 0.024, 0.010], [-0.003, 0.011, -0.048], [0.050, 0.009, 0.076], [0.064, 0.158, -0.125], [-0.078, 0.122, -0.044], [0.156, -0.490, 0.016], [-0.085, 0.006, 0.138], [0.066, 0.110, -0.064], [-0.291, 0.225, 0.067], [0.770, 0.454, -0.383], [-0.232, 0.177, 0.173], [-0.078, 0.043, 0.419], [-0.242, 0.069, -0.315], [0.122, 0.092, 0.123], [0.001, -0.125, 0.072], [0.195, 0.004, -0.049], [-0.012, -0.186, -0.152], [-0.116, -0.020, 0.301], [-0.145, 0.065, -0.044], [-0.017, -0.019, 0.048], [0.127, 0.082, 0.046], [0.026, -0.075, 0.002], [-0.013, -0.032, 0.101], [0.072, 0.022, -0.012], [0.049, -0.063, -0.017], [0.117, 0.125, -0.057], [-0.074, -0.007, -0.065], [0.028, -0.088, 0.038], [-0.055, -0.024, -0.054], [-0.022, 0.019, 0.109], [0.022, -0.028, -0.058], [-0.029, 0.020, -0.056], [-0.075, -0.104, 0.010], [0.063, -0.025, -0.050], [-0.022, 0.060, 0.051], [-0.043, 0.021, -0.071], [-0.030, -0.068, 0.047], [-0.060, -0.003, -0.059], [0.008, 0.072, 0.047], [0.068, 0.006, -0.060], [0.031, -0.068, 0.032], [0.031, 0.037, 0.043], [0.025, -0.038, 0.009], [-0.041, 0.071, 0.042], [-0.027, 0.068, -0.049], [0.003, -0.054, 0.032], [-0.099, 0.025, -0.082], [-0.062, 0.014, 0.012], [0.044, -0.150, -0.456], [0.363, 0.238, 0.780], [-0.277, 0.130, -0.236], [-0.155, -0.369, -0.293], [-0.107, -0.559, -2.009], [0.857, 0.107, 1.958], [0.132, 0.120, 0.082], [-0.011, -0.162, 0.050], [-0.151, 0.071, -0.024], [0.026, 0.123, 0.153], [0.090, 0.046, -0.107], [-0.060, -0.152, 0.024], [0.061, -0.032, 0.155], [-0.091, 0.055, -0.024], [0.103, 0.037, -0.074]]}

---

Taking the records one at a time from the top gives relative energy (zero: lowest compared OMol25 entry of this formula, charge and spin) values of 169.8; 191.1 kJ/mol.